C36H53N2OPRuSSi2 | ωB97M-V/def2-TZVPD

Relative energy (zero: lowest compared OMol25 entry of this formula, charge and spin) = 0.777 eV
Frontier orbital gap (spin up / spin down) = 6.41 / 7.41 eV
Charge = +1
Spin multiplicity = 2

Each line ends with the Löwdin spin population.
Geometry (Å):
H (3.98, -1.11, -2.87)  0.000
C (-4.72, 1.30, -3.03)  0.000
H (4.34, -3.80, -0.68)  0.001
H (4.71, -2.25, -1.44)  0.000
N (-3.75, 4.87, 0.51)  -0.001
H (4.90, 1.18, -0.93)  0.000
C (3.10, 1.84, 0.99)  0.004
H (-1.09, 5.17, 0.41)  0.000
H (-3.43, -4.77, 4.54)  0.000
C (-2.34, 1.46, -2.93)  0.000
N (-0.92, 1.82, 0.23)  0.019
C (-2.56, -3.67, 2.93)  -0.004
C (-3.65, 3.45, -3.15)  0.000
H (-1.50, 3.41, -3.05)  0.000
H (1.30, -2.60, 1.21)  0.010
C (-1.70, -1.88, 4.84)  -0.001
H (-4.24, 2.26, 0.42)  0.000
H (2.97, -2.84, 1.76)  0.000
H (-3.85, -1.03, -0.01)  0.000
Si (-0.36, -0.03, 3.11)  -0.039
C (2.29, -3.00, 0.92)  0.017
C (-1.55, 1.42, 3.62)  -0.011
C (-3.49, 0.68, -2.91)  0.000
H (-3.65, -2.47, -0.98)  0.000
Ru (0.07, -0.41, 0.67)  1.146
H (-4.18, -2.60, 0.69)  -0.002
H (-3.72, 4.52, -3.23)  0.000
C (4.27, -2.72, -0.56)  0.002
H (-3.46, 5.82, 0.64)  0.000
H (0.94, -2.43, -1.45)  -0.001
H (-1.79, 1.32, 4.67)  -0.002
C (-0.56, 3.11, 0.28)  0.001
H (-5.77, 3.15, -3.23)  0.000
C (-1.39, -1.65, 3.50)  -0.007
H (1.63, -0.83, 4.52)  0.000
Si (-1.66, -2.32, 0.59)  -0.097
H (4.87, -2.45, 0.30)  0.000
H (4.42, 0.41, 2.76)  0.000
H (-5.62, 0.70, -3.04)  0.000
H (3.70, 2.39, 1.71)  0.000
H (4.47, -1.15, 1.98)  0.000
H (0.34, -0.71, -4.25)  0.000
C (-1.45, 4.15, 0.37)  0.000
C (-1.24, -4.05, -0.18)  -0.017
H (3.04, 2.38, -5.12)  0.000
H (2.36, -2.56, -2.49)  0.000
H (-2.68, -3.15, 6.26)  0.000
H (2.20, -4.07, 0.78)  0.001
H (-1.43, -0.72, -4.46)  0.000
C (-2.83, 3.88, 0.43)  -0.001
C (5.03, 0.63, 0.00)  0.002
C (3.89, -0.24, 2.08)  0.002
O (-0.88, -0.36, -1.70)  -0.006
H (-2.50, 0.52, 0.24)  -0.001
H (0.50, 3.32, 0.25)  0.000
H (5.70, 1.21, 0.64)  0.001
C (2.64, 0.27, -1.89)  -0.004
C (2.81, -2.33, -0.37)  0.009
C (-2.44, -2.99, 5.22)  0.001
H (2.91, -0.47, 2.50)  0.001
C (3.71, 0.46, 0.73)  0.009
H (-1.10, 2.40, 3.48)  0.000
H (1.33, 1.81, -1.24)  -0.001
H (-2.90, -4.37, 2.18)  -0.001
H (0.56, 0.23, 5.43)  -0.001
H (1.88, -3.93, -1.51)  0.000
C (2.93, 1.79, -4.22)  0.000
C (3.44, -0.18, -2.94)  0.000
C (-2.41, 2.84, -3.05)  0.000
C (-0.56, -0.10, -4.29)  0.000
H (-3.40, -0.39, -2.79)  0.000
H (-4.71, 4.63, 0.66)  0.000
C (2.12, 2.24, -3.19)  0.000
C (-1.85, -2.54, 2.53)  -0.018
S (-0.71, 0.75, -2.68)  -0.001
H (2.08, 1.74, 1.39)  0.003
H (1.59, 3.18, -3.28)  0.000
H (-1.37, -1.19, 5.59)  0.000
H (-2.49, 1.40, 3.06)  0.000
H (-1.02, -3.96, -1.24)  0.000
C (1.04, 0.07, 4.46)  -0.005
C (1.98, 1.48, -2.04)  -0.001
H (4.21, 0.22, -4.89)  0.000
C (3.58, 0.58, -4.09)  0.000
C (-2.86, -3.90, 4.26)  0.000
C (-4.80, 2.68, -3.15)  0.000
H (-0.39, -4.53, 0.30)  0.000
C (-3.20, 2.53, 0.38)  0.002
C (-2.23, 1.56, 0.28)  -0.001
C (-3.51, -2.06, 0.02)  -0.017
P (2.37, -0.49, -0.25)  0.015
H (-2.09, -4.72, -0.08)  -0.003
C (1.95, -2.84, -1.53)  0.000
H (3.07, 2.42, 0.07)  0.000
H (1.71, 0.91, 4.30)  0.000
H (-0.46, 0.65, -5.07)  0.000
H (5.51, -0.32, -0.21)  0.000